1.
Density functional theory data (ωB97M-V/def2-TZVPD) for one molecule with the formula H3O2PS at a distorted geometry.

Bonds (Å) are listed after each position.
Element x y z (Å)
1 H 1.40 -1.23 0.58  O7 0.977
2 S -2.20 -0.21 0.19  P6 2.007
3 O 0.45 1.13 0.37  H5 0.976, P6 1.561
4 H 0.25 -0.02 -1.59  P6 1.450
5 H -0.15 1.90 0.43  O3 0.976
6 P -0.24 -0.13 -0.23  S2 2.007, O3 1.561, H4 1.450, O7 1.577
7 O 0.50 -1.44 0.25  H1 0.977, P6 1.577

Results
* net charge: 0
* max |F|: 4.032 eV Å⁻¹
* 2S+1: 1
* relative energy (zero: lowest compared OMol25 entry of this formula, charge and spin): 5.7 kcal/mol

2.
Density functional theory data (ωB97M-V/def2-TZVPD) for a 2-piece molecular cluster, H3O4PSi overall at a distorted geometry.

Bonds (Å) are listed after each position.
Element x y z (Å)
1 H -0.54 1.52 2.21  Si7 1.490
2 O -1.23 -1.70 -2.05  P5 1.492
3 O 0.05 -0.76 0.67  Si7 1.520
4 O -1.06 0.87 -2.21  P5 1.452
5 P -0.44 -0.44 -2.24  O2 1.492, O4 1.452, O9 1.521
6 H 0.48 -0.24 3.11  Si7 1.561
7 Si 0.22 0.35 1.69  H1 1.490, O3 1.520, H6 1.561, H8 1.513
8 H 1.52 1.08 1.47  Si7 1.513
9 O 1.00 -0.67 -2.67  P5 1.521

Results
* net charge: -2
* max |F|: 4.347 eV Å⁻¹
* 2S+1: 1
* relative energy (zero: lowest compared OMol25 entry of this formula, charge and spin): 11.5 kcal/mol

3.
Density functional theory data (ωB97M-V/def2-TZVPD) for one molecule with the formula H3OPS at a distorted geometry.

Bonds (Å) are listed after each position.
Element x y z (Å)
1 P 0.73 -0.59 -0.02  O4 1.665, H5 1.476, H6 1.361
2 S -2.21 -0.23 0.01  H3 1.310, O4 1.630
3 H -2.34 0.25 -1.21  S2 1.310
4 O -0.67 0.27 0.22  P1 1.665, S2 1.630
5 H 1.28 -0.38 1.33  P1 1.476
6 H 1.41 0.52 -0.43  P1 1.361

Results
* net charge: 0
* max |F|: 1.625 eV Å⁻¹
* 2S+1: 1
* relative energy (zero: lowest compared OMol25 entry of this formula, charge and spin): 39.0 kcal/mol